Entry 1:
Here is the molecule C19H26N6O3 from OMol25. Energies are from ωB97M-V/def2-TZVPD.

Geometry (Å):
C 0.68890 7.12712 -2.84249
C 0.46137 5.64992 -3.10093
O 0.69723 4.93532 -1.88474
C 0.39387 3.63551 -1.88458
O -0.04991 3.05635 -2.84238
C 0.65176 3.01257 -0.53096
C -0.68947 2.76436 0.17009
C -0.43755 2.04168 1.48777
C 0.34241 0.75383 1.23897
N 1.60490 1.07932 0.60293
C 2.55040 -0.02401 0.56144
C 2.13526 -1.11607 -0.38810
N 2.72870 -1.15372 -1.56766
C 2.27203 -2.09754 -2.40243
N 2.87351 -2.20020 -3.60038
N 1.29000 -2.94823 -2.12321
C 0.76133 -2.82024 -0.90141
N -0.24012 -3.68583 -0.63329
C -1.03400 -3.84049 0.49950
C -2.04358 -4.80451 0.46183
C -2.86486 -5.00387 1.54814
C -2.70411 -4.24446 2.70804
O -3.57215 -4.51940 3.72565
C -3.45809 -3.78332 4.91779
C -1.69826 -3.28675 2.74838
C -0.87083 -3.08861 1.65629
N 1.15791 -1.92116 0.00206
C 1.38820 1.67995 -0.69822
H 0.51833 7.68853 -3.75649
H 0.00736 7.48206 -2.07421
H 1.70833 7.29471 -2.50608
H -0.56434 5.45271 -3.43199
H 1.14423 5.26959 -3.86896
H 1.25641 3.69783 0.06721
H -1.20250 3.71241 0.34459
H -1.31701 2.14857 -0.47841
H -1.38507 1.80755 1.97551
H 0.14441 2.68553 2.14911
H 0.55716 0.26050 2.18962
H -0.26513 0.06740 0.62648
H 2.63755 -0.43243 1.57041
H 3.51701 0.36760 0.23653
H 2.47381 -2.80928 -4.29060
H 3.52315 -1.48319 -3.86703
H -0.44294 -4.30480 -1.40740
H -2.18207 -5.39996 -0.42947
H -3.64597 -5.74690 1.52426
H -4.23847 -4.16382 5.57520
H -3.61915 -2.71353 4.74791
H -2.48237 -3.93247 5.39204
H -1.54155 -2.68207 3.62762
H -0.09066 -2.34809 1.69311
H 2.36087 1.84639 -1.16746
H 0.79375 1.03764 -1.36958

Highest occupied orbital energy (eV): -7.70
E_tot (eV): -35209.9111
LUMO (eV): 0.80
SMILES: CCOC(=O)[C@H]1CCCN(Cc2nc(N)nc(Nc3ccc(OC)cc3)n2)C1
ΔE to the lowest compared entry with this formula, charge and spin (kcal/mol): 0.00

Which charges does Löwdin predict for the atoms? In e, they are:
1. C -0.07
2. C -0.22
3. O 0.00
4. C -0.48
5. O 0.12
6. C -0.20
7. C -0.15
8. C -0.17
9. C -0.21
10. N -0.15
11. C -0.12
12. C -0.33
13. N 0.17
14. C -0.46
15. N 0.16
16. N 0.17
17. C -0.36
18. N 0.13
19. C -0.23
20. C -0.02
21. C -0.01
22. C -0.28
23. O -0.09
24. C -0.10
25. C -0.02
26. C -0.02
27. N 0.17
28. C -0.15
29. H 0.08
30. H 0.08
31. H 0.08
32. H 0.13
33. H 0.13
34. H 0.15
35. H 0.12
36. H 0.13
37. H 0.11
38. H 0.12
39. H 0.12
40. H 0.12
41. H 0.12
42. H 0.12
43. H 0.10
44. H 0.10
45. H 0.14
46. H 0.11
47. H 0.12
48. H 0.09
49. H 0.09
50. H 0.09
51. H 0.10
52. H 0.08
53. H 0.14
54. H 0.13

Entry 2:
Here is a structure of composition C40H32BrClN5O4PSn from OMol25. Energies are from ωB97M-V/def2-TZVPD.

Geometry (Å):
Sn -0.05143 0.03076 0.38144
O 4.25834 -0.73411 4.41060
C 3.09842 -0.88079 5.01711
O 2.98873 -1.23901 6.15422
C 1.84930 -0.62516 4.20593
C 0.55807 -0.71219 4.72829
Cl 0.04996 -1.14655 6.27008
N -0.32932 -0.45262 3.74231
N 0.33976 -0.21906 2.58497
C 1.64692 -0.31502 2.86047
C 2.61451 -0.12123 1.71685
O 3.80798 -0.07893 1.92310
O 2.04601 -0.03618 0.56154
C -1.76426 -0.41136 3.83205
C -2.36333 0.27914 4.87408
C -3.74514 0.28623 4.97031
C -4.51858 -0.38531 4.03489
C -3.90799 -1.07608 2.99868
C -2.52556 -1.09668 2.89924
H 4.17637 -0.47910 3.46078
H -1.76492 0.80336 5.60555
H -4.21594 0.81999 5.78456
H -5.59640 -0.38345 4.12403
H -4.50540 -1.62462 2.28315
H -2.04724 -1.67315 2.11992
Br 0.10913 0.16240 -2.45413
C -0.11004 2.07315 -2.38024
C -0.24749 2.70133 -3.57908
C -0.30450 4.10903 -3.61105
C -0.18063 4.81966 -2.45511
C -0.02305 4.16708 -1.20830
C 0.18500 4.91950 -0.02458
C 0.40068 4.30640 1.17161
C 0.34284 2.89726 1.25217
C 0.11910 2.13750 0.13893
C -0.02197 2.74758 -1.13677
H -0.28988 2.13579 -4.49956
H -0.41348 4.61084 -4.56208
H -0.18442 5.90182 -2.47455
H 0.19664 5.99956 -0.09916
H 0.59283 4.88463 2.06483
H 0.48139 2.43192 2.22058
C -0.71401 -3.58108 -0.86374
P 0.34256 -2.58803 0.22352
C 0.21698 -3.38329 1.84347
C 2.01593 -2.80650 -0.36046
C 3.05023 -3.06167 0.53895
C 4.34827 -3.18709 0.07263
C 4.61366 -3.05917 -1.28294
C 3.58296 -2.81470 -2.18204
C 2.28392 -2.68545 -1.72475
H -0.26883 -4.57516 -0.93166
H -0.77217 -3.15664 -1.86523
H -1.71398 -3.67818 -0.44447
H 0.60357 -4.39866 1.73659
H -0.82205 -3.43779 2.16080
H 0.79845 -2.86219 2.60199
H 2.86043 -3.16246 1.60034
H 5.15169 -3.38128 0.76954
H 5.62892 -3.15541 -1.64280
H 3.79330 -2.72959 -3.23923
H 1.48773 -2.50447 -2.43744
C -4.37770 -0.91120 -0.58172
C -3.01713 -0.94753 -0.41585
N -2.32217 0.12577 -0.01281
C -2.95668 1.28478 0.22393
C -4.33877 1.41933 0.06298
C -5.03629 0.28341 -0.34135
C -5.12049 2.67298 0.12738
C -5.00273 3.86049 0.73353
C -4.03915 4.46569 1.66897
C -4.16882 5.82721 1.92704
C -3.27897 6.40305 2.81566
N -2.33333 5.69043 3.42036
C -2.30701 4.40171 3.11797
N -3.09523 3.74165 2.27953
H -4.90844 -1.78746 -0.92608
H -2.44665 -1.83366 -0.64186
H -2.34336 2.12785 0.49803
H -6.10499 0.34838 -0.50551
H -6.01441 2.59013 -0.48222
H -5.80502 4.54973 0.49467
H -4.94139 6.41574 1.45268
H -3.32204 7.45962 3.05175
H -1.54271 3.81880 3.61411

Total charge: +2
Highest occupied orbital energy (eV): -13.70
E_tot (eV): -155312.2302
LUMO (eV): -6.13
ΔE to the lowest compared entry with this formula, charge and spin (kcal/mol): 0.00

Which charges does Löwdin predict for the atoms? In e, they are:
1. Sn 1.14
2. O 0.16
3. C -0.49
4. O 0.12
5. C -0.02
6. C -0.55
7. Cl 0.92
8. N -0.03
9. N 0.01
10. C -0.13
11. C -0.53
12. O 0.13
13. O -0.15
14. C -0.20
15. C -0.03
16. C -0.03
17. C -0.04
18. C -0.06
19. C -0.04
20. H 0.06
21. H 0.11
22. H 0.12
23. H 0.12
24. H 0.11
25. H 0.07
26. Br 0.92
27. C -0.52
28. C -0.10
29. C -0.04
30. C 0.00
31. C -0.14
32. C 0.01
33. C -0.05
34. C -0.10
35. C -0.26
36. C -0.22
37. H 0.11
38. H 0.12
39. H 0.13
40. H 0.13
41. H 0.12
42. H 0.10
43. C -0.21
44. P 0.90
45. C -0.19
46. C -0.39
47. C -0.08
48. C -0.03
49. C -0.03
50. C -0.04
51. C -0.10
52. H 0.08
53. H 0.06
54. H 0.05
55. H 0.09
56. H 0.05
57. H 0.04
58. H 0.11
59. H 0.13
60. H 0.12
61. H 0.12
62. H 0.08
63. C -0.02
64. C -0.15
65. N -0.07
66. C -0.03
67. C -0.14
68. C 0.02
69. C -0.02
70. C 0.00
71. C -0.26
72. C 0.01
73. C -0.09
74. N 0.10
75. C -0.22
76. N 0.14
77. H 0.13
78. H 0.07
79. H 0.10
80. H 0.14
81. H 0.12
82. H 0.12
83. H 0.12
84. H 0.12
85. H 0.10

Entry 3:
Here is the molecule C5H7N3 at a distorted geometry from OMol25. Energies are from ωB97M-V/def2-TZVPD.

Geometry (Å):
H -0.76312 2.93542 0.23847
N -1.18421 2.37655 -0.60318
C -0.63309 1.13548 -0.57532
C -1.17728 -0.01999 -1.44816
C -0.82570 -1.33089 -1.07972
N 0.29385 -1.44012 -0.20089
C 0.64706 -0.36820 0.50476
N 1.70299 -0.50257 1.46600
C 0.33647 0.83051 0.20495
H -1.90410 0.19508 -2.21142
H -1.61556 -2.17739 -1.20207
H 0.90022 -2.31862 0.15455
H 2.15249 0.43379 1.73883
H 1.67251 -1.24012 1.94910
H 0.39747 1.49106 1.06411

Highest occupied orbital energy (eV): -7.50
E_tot (eV): -9764.8233
LUMO (eV): 0.48
SMILES: [H]/N=c1/cc[nH]c(N)c1
ΔE to the lowest compared entry with this formula, charge and spin (kcal/mol): 105.26

Which charges does Löwdin predict for the atoms? In e, they are:
1. H 0.05
2. N 0.04
3. C -0.43
4. C 0.03
5. C -0.07
6. N 0.05
7. C -0.39
8. N 0.15
9. C -0.14
10. H 0.09
11. H 0.14
12. H 0.22
13. H 0.15
14. H -0.02
15. H 0.13